# 1
The following is a quantum chemistry calculation of 6 unconnected molecules or ions with the total composition C30H57F9O15 in a non-equilibrium geometry, from the OMol25 dataset.

total charge	0
SMILES	CCOC(=O)C(F)(F)F.CCOC(=O)C(F)(F)F.CCOC(=O)C(F)(F)F.COCCOCCOC.COCCOCCOC.COCCOCCOC
ΔE to the lowest compared entry with this formula, charge and spin	529.67	kJ/mol

Atoms and positions in Å:
C 4.4886 -12.3502 0.5886
O 4.4382 -10.8911 0.5802
C 4.0114 -10.2159 -0.6181
C 4.0862 -8.6548 -0.7350
O 3.2524 -8.3682 -1.8357
C 3.0200 -6.9814 -1.8152
C 2.1273 -6.5415 -3.0394
O 2.6908 -6.8738 -4.2992
C 1.7964 -7.0577 -5.4688
H 4.9171 -12.7918 -0.3111
H 3.6329 -13.0247 0.5586
H 5.1764 -12.5862 1.4006
H 3.0049 -10.6083 -0.7633
H 4.5711 -10.5992 -1.4713
H 5.1291 -8.3939 -0.9148
H 3.7828 -8.1288 0.1702
H 3.8847 -6.3365 -1.6585
H 2.4681 -6.8497 -0.8845
H 2.1321 -5.4624 -2.8859
H 1.1321 -6.9759 -2.9446
H 1.6181 -6.0767 -5.9090
H 0.8601 -7.4381 -5.0604
H 2.3104 -7.6639 -6.2148
C 0.5183 6.4738 -2.8904
O 0.3020 6.5719 -1.4780
C 0.3240 5.2807 -0.7904
C 0.2211 5.4332 0.7372
O 0.1796 4.1128 1.3396
C 0.3458 4.1049 2.7637
C 0.1462 2.6797 3.2517
O 1.0409 1.7290 2.5710
C 2.1059 1.3738 3.3760
H 1.5594 6.2354 -3.1082
H 0.4477 7.4366 -3.3965
H -0.0361 5.6860 -3.4004
H 1.0826 4.5464 -1.0614
H -0.5977 4.8460 -1.1771
H -0.6294 6.0559 1.0146
H 1.1715 5.9143 0.9683
H -0.3554 4.6903 3.3584
H 1.3176 4.5387 2.9993
H -0.8983 2.6628 2.9405
H 0.0994 2.5953 4.3374
H 2.9357 2.0806 3.3821
H 2.5103 0.4316 3.0060
H 1.9636 1.1755 4.4383
C -2.8301 3.6772 0.4306
O -2.7809 2.3220 -0.1127
C -1.4667 1.8852 -0.3235
C -1.3653 0.4399 -0.9247
O -0.1686 0.1618 -1.6039
C 0.9806 0.3505 -0.7924
C 2.2823 -0.1337 -1.4981
O 2.3378 -1.6432 -1.4721
C 1.5329 -2.3558 -2.4069
H -2.1269 3.6830 1.2634
H -3.8108 3.7778 0.8954
H -2.7483 4.4281 -0.3553
H -0.8537 1.9762 0.5733
H -1.0883 2.5742 -1.0786
H -2.2054 -0.0091 -1.4546
H -1.5602 -0.2457 -0.1001
H 0.8981 -0.2956 0.0816
H 1.0322 1.3503 -0.3614
H 3.1582 0.3345 -1.0489
H 2.2890 0.1940 -2.5377
H 2.0695 -3.1637 -2.9043
H 1.1282 -1.7584 -3.2239
H 0.7378 -2.8095 -1.8152
C -1.2033 -0.6548 2.7875
C -1.3591 -0.7978 4.3247
O -0.4211 -1.7949 4.7217
C -0.6792 -2.7348 5.6486
O -1.7277 -2.8343 6.3784
C 0.5865 -3.6932 5.8274
F 0.1864 -4.9969 5.7727
F 1.4676 -3.5652 4.8149
F 1.2202 -3.4440 6.9843
H -0.1827 -0.4030 2.4995
H -1.8259 0.1911 2.4960
H -1.2804 -1.5755 2.2093
H -2.3966 -1.0793 4.5050
H -1.2464 0.0988 4.9342
C -7.2110 3.8467 4.1466
C -6.9013 4.4847 2.8319
O -6.6198 5.8335 3.1480
C -5.6341 6.5676 2.5205
O -4.9634 6.0282 1.5803
C -5.4533 8.0570 3.0321
F -6.4565 8.2497 3.9141
F -4.2679 8.2538 3.6223
F -5.6915 8.9524 2.0643
H -6.6217 4.0843 5.0322
H -7.2120 2.7789 3.9278
H -8.2430 4.1426 4.3355
H -7.7076 4.2768 2.1285
H -5.9557 4.1395 2.4137
C 2.9240 3.0553 -4.1649
C 1.8964 3.4772 -5.1737
O 0.8509 2.5651 -5.4513
C -0.2588 2.4930 -4.6729
O -0.5267 3.2342 -3.7440
C -1.3501 1.5911 -5.2712
F -1.8178 0.8331 -4.2434
F -2.3023 2.4024 -5.7612
F -0.8988 0.6774 -6.1926
H 3.8085 3.6811 -4.0461
H 3.3115 2.1662 -4.6623
H 2.5160 2.6340 -3.2461
H 2.4055 3.8331 -6.0694
H 1.5149 4.4206 -4.7831

Atomic forces in eV per Å
C 1.194 0.636 -0.964
O 0.101 -0.270 0.258
C -0.470 -1.399 -0.088
C 0.183 -2.320 0.626
O 1.062 0.379 0.142
C -1.706 -0.202 -0.943
C 1.113 -0.240 0.583
O 0.107 -0.475 -0.793
C 0.765 1.170 2.223
H 0.924 0.718 -0.508
H -1.229 1.037 0.993
H -0.396 -0.083 0.075
H -0.467 0.761 -0.339
H 0.309 -0.089 -0.119
H 0.103 0.260 -0.217
H -0.340 -0.088 0.177
H 0.600 -0.281 -0.672
H -0.689 0.710 -0.023
H -0.644 0.324 -0.335
H -0.136 0.060 0.115
H -0.148 0.085 -0.073
H -0.083 -0.426 -0.551
H -0.156 -0.277 0.440
C 1.083 -0.289 0.260
O 0.870 -0.522 0.267
C -2.349 0.090 -0.924
C 1.050 -0.490 -0.697
O -0.336 1.025 0.240
C 1.428 0.225 -0.034
C 0.206 0.561 -1.623
O -2.341 1.298 1.324
C 1.858 -0.884 0.373
H 0.474 -0.365 0.319
H -0.821 0.133 0.486
H -0.609 0.146 0.262
H 0.722 0.549 -0.123
H -0.150 -0.596 0.279
H -0.034 -0.063 0.127
H -0.040 0.292 0.765
H -0.576 0.411 -0.444
H 0.381 -0.092 0.007
H -0.174 -1.715 -0.394
H 0.645 -0.100 0.036
H 0.041 0.432 -0.371
H 0.021 -0.013 -0.280
H -1.022 0.106 0.186
C -0.736 -2.001 0.323
O -0.915 0.254 0.675
C 0.107 -0.031 -1.824
C -1.104 -0.325 1.518
O 0.307 0.410 -0.169
C 0.748 -0.948 0.229
C -1.868 -1.385 -0.481
O 0.863 2.278 -0.090
C -0.261 0.196 0.345
H 0.338 0.762 -0.393
H -0.127 0.019 -0.296
H 0.520 0.056 0.170
H -0.012 -0.115 0.128
H 0.804 -0.015 -0.167
H -0.110 1.357 -1.289
H 1.096 -0.280 0.994
H -0.107 -0.238 0.306
H 0.268 0.375 -0.457
H 0.061 -0.717 0.400
H -0.140 -0.082 -0.226
H 0.548 0.027 0.303
H -0.160 0.361 0.253
H -0.376 -0.008 -0.354
C 1.175 0.716 0.889
C -1.094 -0.395 -1.353
O 0.351 -1.613 1.285
C -3.588 0.586 2.620
O 4.877 0.316 -3.492
C -0.517 -0.618 -0.909
F 0.141 1.231 0.611
F -0.366 0.354 0.643
F -0.537 -0.233 -0.628
H 0.152 0.566 0.454
H -0.235 -0.379 -0.513
H -1.141 -0.107 0.375
H 0.104 -0.600 0.302
H 0.619 0.149 -0.325
C -1.354 -0.703 -0.241
C 2.520 -0.516 0.162
O 0.618 4.068 -0.318
C 1.242 -4.503 -3.723
O -2.210 3.062 3.824
C -1.800 -0.818 0.369
F 0.751 0.171 0.359
F -0.744 -0.039 -0.637
F 0.979 -0.604 0.070
H 0.344 0.085 -0.498
H -0.042 -0.195 0.492
H -0.081 -0.212 0.544
H 0.001 0.778 -0.143
H -0.206 -0.574 -0.257
C 0.366 -2.712 -0.823
C 0.131 3.182 1.280
O -0.666 -1.168 0.173
C 0.761 2.811 0.234
O 0.669 -1.605 -1.246
C 0.600 -1.704 0.744
F -0.321 0.812 -0.893
F 0.446 -1.093 -0.009
F -0.726 1.636 0.567
H -0.565 0.454 0.123
H 0.612 -0.439 0.251
H -0.098 0.702 0.246
H -0.336 -0.908 -0.499
H -0.897 -0.014 -0.057

# 2
The following is a quantum chemistry calculation of 10 unconnected molecules or ions with the total composition C30H58Cl18NO5P in a non-equilibrium geometry, from the OMol25 dataset.

total charge	0
SMILES	CC(C)CC[C@H]1[C@@H](C[C@@H]2CO2)NC(=O)[C@@H]1P(=O)(O)O.ClCCCl.ClCCCl.ClCCCl.ClCCCl.ClCCCl.ClCCCl.ClCCCl.ClCCCl.ClCCCl

Atoms and positions in Å:
C -3.8187 3.2382 -0.1154
C -3.0318 2.3739 -1.3114
C -1.7349 3.2902 -1.7700
C -2.5757 0.9600 -0.6166
C -1.9714 -0.1597 -1.6577
C -0.6803 -0.8880 -0.9588
C -0.8954 -2.1839 0.0305
C -2.0387 -2.1514 1.2003
C -1.1913 -1.4272 2.5958
C -2.1587 -0.3341 3.5209
O -0.9326 0.1027 2.5064
N -0.7370 -3.4001 -0.8580
C 0.5873 -3.1177 -1.5987
O 1.5707 -3.9894 -1.8330
C 0.4919 -1.4943 -1.9597
P 2.0019 -0.3802 -1.5944
O 1.6235 1.1506 -1.8405
O 2.5838 -0.6478 0.0284
O 3.3726 -0.7002 -2.6709
H -3.2571 2.9408 0.8924
H -4.9116 2.7819 0.0062
H -3.8201 4.3941 -0.3145
H -3.8179 2.2083 -2.1696
H -2.0493 4.4177 -1.6020
H -0.7759 3.0864 -1.1291
H -1.5119 3.1716 -2.9347
H -1.8572 1.1487 0.2889
H -3.5693 0.4820 -0.1600
H -2.7719 -0.9992 -1.9368
H -1.6955 0.3472 -2.7013
H -0.1177 -0.0813 -0.3239
H 0.1056 -2.1550 0.6809
H -2.4268 -3.1903 1.5619
H -2.8557 -1.3827 0.8852
H -0.3864 -2.1649 3.2175
H -3.0918 -0.8499 2.9795
H -2.5298 0.7162 3.2267
H -1.5689 -3.5009 -1.4857
H 0.3179 -1.4144 -3.1220
H 1.8144 -0.5755 0.6967
H 3.8096 0.2165 -2.7389
Cl 1.8806 -9.0331 -5.2140
C 2.2730 -7.3075 -5.0120
C 1.2717 -6.5909 -4.1199
Cl -0.3307 -6.4482 -4.8862
H 2.3257 -6.8522 -6.0057
H 3.2695 -7.2604 -4.5632
H 1.6164 -5.5729 -3.9173
H 1.1446 -7.1048 -3.1620
Cl -5.0893 -1.0748 -3.4002
C -4.9382 -2.7185 -4.0691
C -4.8912 -3.7799 -2.9813
Cl -3.3865 -3.7019 -2.0297
H -4.0445 -2.7481 -4.7000
H -5.8110 -2.8812 -4.7082
H -4.9284 -4.7757 -3.4318
H -5.7344 -3.6866 -2.2899
Cl 1.6870 5.1952 -0.6024
C 1.7796 4.7772 1.1265
C 1.3361 3.3482 1.3970
Cl -0.4106 3.1230 1.1254
H 1.1751 5.4992 1.6838
H 2.8238 4.9043 1.4269
H 1.5286 3.0908 2.4424
H 1.8721 2.6329 0.7654
Cl 4.4900 -5.2125 -5.8415
C 4.8823 -3.4870 -5.6395
C 3.8811 -2.7703 -4.7474
Cl 2.2786 -2.6276 -5.5137
H 4.9350 -3.0316 -6.6332
H 5.8788 -3.4398 -5.1907
H 4.2257 -1.7523 -4.5448
H 3.7540 -3.2842 -3.7895
Cl 8.9269 -6.4264 -7.3059
C 7.2122 -6.6767 -7.7176
C 6.9624 -8.0447 -8.3325
Cl 7.6870 -8.1964 -9.9534
H 6.9025 -5.8702 -8.3893
H 6.6462 -6.5798 -6.7865
H 5.8875 -8.2084 -8.4508
H 7.3626 -8.8479 -7.7060
Cl -0.8685 6.9145 2.5376
C -1.6469 6.7822 4.1341
C -1.7684 5.3389 4.5966
Cl -2.9332 4.4136 3.6155
H -2.6244 7.2709 4.0773
H -1.0255 7.3455 4.8364
H -2.1304 5.3084 5.6282
H -0.8054 4.8203 4.5577
Cl 1.3610 0.8522 5.6772
C 1.9092 -0.8411 5.7434
C 3.2068 -1.0555 4.9802
Cl 2.9898 -0.8772 3.2205
H 1.1049 -1.4743 5.3567
H 2.0559 -1.0848 6.7997
H 3.5753 -2.0709 5.1514
H 3.9830 -0.3528 5.2988
Cl 0.0453 7.6638 7.1657
C 1.4328 6.7571 7.8175
C 2.1712 5.9817 6.7378
Cl 1.2017 4.6305 6.0976
H 1.0658 6.0962 8.6088
H 2.1048 7.4910 8.2719
H 3.0848 5.5460 7.1521
H 2.4508 6.6257 5.8983
Cl -4.6646 6.1855 5.7872
C -6.3558 5.6519 5.9529
C -6.7353 4.6123 4.9102
Cl -6.7952 5.2983 3.2667
H -6.9986 6.5355 5.8937
H -6.4558 5.2253 6.9552
H -7.7329 4.2182 5.1242
H -6.0321 3.7737 4.9019

Atomic forces in eV per Å
C 0.129 -1.701 0.203
C 0.180 0.849 1.253
C -0.578 0.298 -0.838
C -1.362 -0.499 -0.263
C 0.061 -0.468 -0.279
C 0.855 0.519 0.258
C 1.851 0.647 0.619
C 1.421 1.459 0.797
C 0.398 2.652 0.738
C -0.541 -1.172 -2.807
O -1.387 -6.034 -1.212
N 1.696 0.609 0.067
C 2.459 -2.758 -0.650
O -6.460 5.668 1.374
C 0.460 -0.888 -0.018
P 0.965 4.742 -0.708
O 1.168 -5.407 1.082
O -2.432 0.026 -1.943
O -1.938 1.655 2.636
H -1.167 1.133 -2.001
H 2.186 1.257 -0.293
H -0.075 -2.391 0.502
H 1.793 0.187 1.463
H 0.793 -2.241 -0.409
H -2.099 0.259 -1.712
H -0.344 0.131 2.559
H -1.259 -0.322 -1.915
H 1.985 1.028 -0.811
H 1.692 1.939 0.764
H -0.238 -1.028 2.403
H -1.383 -1.169 -1.106
H -1.842 -0.317 -1.400
H 0.725 1.974 -0.936
H 1.287 -1.637 0.824
H -2.217 2.415 -1.809
H 1.188 1.274 -0.301
H 0.421 -0.771 2.196
H 1.958 0.141 0.492
H 0.201 -0.076 2.296
H 1.530 -0.008 -1.576
H -1.083 -1.713 0.205
Cl -0.056 -0.112 -0.040
C -0.025 0.261 0.083
C 0.426 0.031 0.138
Cl -0.072 -0.016 -0.023
H -0.163 -0.157 0.246
H -0.273 -0.022 0.029
H -0.010 -0.154 -0.084
H -0.007 0.057 -0.273
Cl -0.017 -0.022 0.009
C 0.023 -0.236 -0.108
C -0.471 -0.020 -0.409
Cl -1.042 -0.165 -0.152
H -0.137 0.012 0.221
H 0.107 -0.045 0.179
H 0.092 0.179 0.024
H 0.273 0.091 -0.091
Cl -0.068 0.006 -0.020
C 0.012 -0.082 0.331
C 0.378 0.009 0.111
Cl 0.309 0.147 0.604
H 0.073 -0.253 -0.192
H -0.128 -0.136 -0.061
H -0.031 0.116 -0.089
H -0.173 0.181 -0.031
Cl 0.001 0.110 -0.048
C 0.094 0.493 0.049
C 0.422 -0.071 0.069
Cl -0.060 -0.084 0.019
H -0.119 -0.155 0.188
H -0.201 -0.014 0.016
H -0.053 -0.301 -0.115
H -0.035 0.096 -0.225
Cl 0.059 0.019 -0.032
C -0.327 -0.136 0.000
C -0.127 0.059 0.254
Cl 0.038 -0.008 0.003
H 0.127 -0.220 0.077
H 0.131 -0.104 -0.209
H 0.146 0.121 0.026
H 0.010 0.236 -0.148
Cl -0.064 0.044 -0.085
C -0.141 -0.019 0.380
C 0.206 0.082 0.057
Cl 0.091 -0.131 -0.208
H 0.174 -0.195 -0.117
H -0.100 -0.246 -0.186
H 0.079 0.077 -0.154
H -0.375 0.201 -0.168
Cl 0.030 -0.031 -0.044
C 0.088 -0.182 0.034
C -0.045 -0.063 0.349
Cl 0.055 0.024 -0.025
H 0.164 0.193 -0.011
H 0.064 0.039 -0.178
H -0.132 0.124 -0.028
H -0.252 -0.067 -0.123
Cl 0.004 -0.010 0.116
C 0.303 -0.168 0.120
C 0.189 0.231 0.113
Cl 0.140 0.005 0.090
H 0.011 0.094 -0.262
H -0.065 -0.111 -0.155
H -0.180 0.069 0.022
H -0.173 -0.117 0.173
Cl -0.239 0.199 0.210
C -0.332 -0.127 0.048
C 0.020 -0.104 0.204
Cl 0.048 -0.008 0.037
H 0.185 -0.182 -0.100
H 0.039 -0.011 -0.189
H 0.128 0.144 0.031
H -0.044 0.272 -0.022

Summary of lowest unoccupied orbital energy in Eh
0.009, -0.008
(order as listed above)
Summary of HOMO energy in eV
-9.42, -8.71
(order as listed above)
Summary of Kohn-Sham gap in eV
9.66, 8.48
(order as listed above)